## P
17
Properties=species:S:1:pos:R:3 method="wB97M-V/def2-TZVPD" homo_ev=-8.972 lumo_energy_ev=0.551 charge=0 smiles="C#CC(=O)C(C)(C)N" homo_lumo_gap_ev=9.523
C -0.492 0.026 -0.160
C -0.325 1.291 0.645
C -1.114 0.225 -1.518
C 0.695 -0.947 -0.227
N -1.193 -1.081 0.740
C 1.867 -0.435 0.461
C 2.884 -0.017 0.947
O 0.785 -1.831 -1.074
H -1.464 -1.899 0.206
H -0.793 -1.259 1.654
H 0.317 1.996 0.120
H -1.313 1.724 0.792
H 0.091 1.091 1.629
H -0.458 0.852 -2.122
H -2.096 0.679 -1.417
H -1.187 -0.731 -2.038
H 3.794 0.317 1.360


## Q
17
Properties=species:S:1:pos:R:3 method="wB97M-V/def2-TZVPD" homo_ev=-7.496 lumo_energy_ev=0.803 charge=0 smiles="CC1=C(C)[C@]2(O)N[C@@H]12" homo_lumo_gap_ev=8.299
C -1.691 0.131 -1.209
C 1.193 1.921 -0.592
N 1.167 -1.796 0.537
C -0.122 -1.194 0.647
C -0.495 -0.081 -0.316
C 0.644 0.611 -0.086
C 1.179 -0.387 0.926
O -0.908 -1.599 1.749
H -1.449 -2.365 1.498
H 1.335 -2.385 1.350
H 1.301 -0.094 1.962
H -2.603 0.124 -0.603
H -1.628 1.055 -1.787
H -1.815 -0.735 -1.868
H 1.141 1.952 -1.685
H 0.538 2.741 -0.276
H 2.212 2.102 -0.247


## R
17
Properties=species:S:1:pos:R:3 method="wB97M-V/def2-TZVPD" homo_ev=-9.122 lumo_energy_ev=0.978 charge=0 homo_lumo_gap_ev=10.100
C 1.144 1.533 -0.656
C 0.000 -0.176 -0.881
C -1.131 -1.087 -0.155
C -0.264 -1.634 1.146
C -0.402 -0.056 1.358
C 0.136 0.784 0.216
H 2.188 1.181 -0.533
H 0.926 2.633 -0.650
H 0.890 0.709 -2.634
H 0.954 -0.823 -1.035
H -1.848 -1.742 -0.680
H 0.772 -1.850 0.884
H -0.784 -2.247 1.934
H -0.382 0.316 2.348
H -0.713 1.589 0.252
N 0.305 0.961 -1.795
O -1.790 -0.092 0.882


## S
17
Properties=species:S:1:pos:R:3 method="wB97M-V/def2-TZVPD" homo_ev=-7.559 lumo_energy_ev=0.901 charge=0 homo_lumo_gap_ev=8.460
C -0.262 -1.383 -0.760
C 1.873 0.323 -0.016
C -0.129 -0.009 -0.269
C -2.203 0.827 -0.271
C 2.546 0.135 1.113
C -2.954 0.521 0.767
O 2.400 0.589 -1.236
N -0.307 1.135 0.017
H 3.343 0.817 -1.163
H -2.539 1.225 -1.222
H 0.611 -1.615 -1.371
H -0.289 -2.068 0.088
H -1.186 -1.479 -1.330
H 3.632 0.217 1.157
H 2.019 -0.069 2.033
H -4.030 0.682 0.770
H -2.526 0.153 1.693


What should be chosen as the most stable of them? Choose P.


## P
17
Properties=species:S:1:pos:R:3 method="wB97M-V/def2-TZVPD" homo_ev=-7.570 lumo_energy_ev=0.457 charge=0 smiles=OCCc1ccc[nH]1 homo_lumo_gap_ev=8.028
C -0.182 -1.776 1.028
C 0.592 -1.153 -0.159
C 0.127 0.082 -0.401
C 0.313 0.714 -1.642
C -0.285 2.020 -1.569
C -0.725 2.129 -0.230
H 0.809 -1.068 2.337
H 0.372 -2.743 1.499
H -1.194 -2.207 0.684
H 0.538 -1.757 -1.033
H 1.695 -1.021 0.234
H 0.472 0.121 -2.602
H -0.301 2.857 -2.182
H -0.926 3.156 0.206
H -0.685 0.537 1.344
N -0.390 0.952 0.390
O -0.229 -0.843 2.096


## Q
17
Properties=species:S:1:pos:R:3 method="wB97M-V/def2-TZVPD" homo_ev=-8.591 lumo_energy_ev=0.728 charge=0 smiles="O=CN1[C@@H]2CCC[C@@H]21" homo_lumo_gap_ev=9.319
C -0.363 2.081 1.179
C 0.048 0.661 -0.849
C -0.700 -0.474 -1.371
C -0.445 -1.469 -0.287
C 0.978 -1.280 0.460
C 1.033 0.258 0.429
H -0.503 2.219 2.335
H 0.188 1.520 -1.379
H -0.383 -0.824 -2.347
H -1.825 -0.026 -1.474
H -0.792 -2.492 -0.518
H -1.174 -1.418 0.531
H 0.724 -1.522 1.625
H 1.838 -1.950 0.098
H 1.969 0.873 0.609
N -0.047 0.813 0.666
O -0.545 3.029 0.294


## R
17
Properties=species:S:1:pos:R:3 method="wB97M-V/def2-TZVPD" homo_ev=-7.894 lumo_energy_ev=0.546 charge=0 homo_lumo_gap_ev=8.440
C 2.692 -0.398 0.153
C 0.752 0.394 -1.240
C 1.804 0.641 -0.144
C -0.046 -0.098 -0.139
C -0.110 -1.618 -0.075
C -0.912 0.753 0.757
N 3.403 -1.297 0.245
O 1.856 1.765 0.699
H 0.484 1.417 -1.641
H 1.210 -0.232 -2.043
H 0.117 -2.096 0.915
H 0.669 -2.022 -0.791
H -1.060 -1.917 -0.421
H -1.897 0.505 0.313
H -0.562 1.829 0.822
H -0.906 0.495 1.893
H 1.609 2.556 0.262


What should be chosen as the most stable of them? Choose P.